Record 1
This record from the Open Molecules 2025 dataset describes a 3-piece molecular cluster, C17H33BBrO12P2 overall. The level of theory is ωB97M-V with the def2-TZVPD basis set.

Values from the calculation:
* gap between HOMO and LUMO: 7.2309 eV
* calculated total energy: -4852.25440 a.u.
* total charge: -1
* E_HOMO: -5.201 eV

Last column: Mulliken charge in e.
Atoms and positions in Å:
O 4.53263 2.61944 -2.99075  -0.299
H -6.18703 -3.77415 0.44363  0.378
O -3.49799 -2.52544 3.70397  -0.335
C 2.41925 2.08271 1.70199  -1.147
H -1.14906 -0.66589 -2.28796  0.598
C -0.92930 -0.44961 -1.24096  -0.715
O -0.67185 -2.62847 1.55959  -0.721
C 0.98366 2.60713 1.74571  0.625
H 5.88296 2.74192 -4.55653  0.308
C -0.46143 -1.78240 -0.65406  0.881
H -2.65702 -3.66498 1.13068  -0.352
O -3.73853 -0.34066 3.20913  -0.551
H -3.51798 -4.55780 3.31741  0.329
O 5.66185 1.14377 -1.77292  -0.349
O 3.56979 1.71639 -1.16612  -0.513
O -1.54071 -2.67563 -0.58581  -0.708
C 0.03096 -1.68103 0.84845  -0.172
H 8.47363 1.67257 -3.53976  0.377
H 1.12074 -1.76466 0.97040  0.407
H -4.29862 1.69927 0.98323  0.354
C -3.44217 1.23632 0.49982  -1.398
H 0.57908 0.69486 -0.22528  -0.033
C 5.87880 2.64883 -3.47383  -0.489
H 2.99921 2.46121 2.54065  0.367
H 2.89193 2.33176 0.75502  0.169
H 0.85443 3.19938 2.65015  0.427
Br -0.03548 -2.78905 -3.65257  -0.333
O -0.96501 4.68102 -0.77540  -0.860
H -5.88948 -5.08139 1.59593  0.358
C -5.96301 -3.99900 1.48552  -1.702
O 1.99630 -1.61638 -1.81575  -0.291
H 0.28419 1.77615 1.79923  -0.344
C 0.05448 0.73920 -1.18027  0.194
H 2.15130 -1.06508 -1.03804  0.316
C 6.43349 1.32800 -2.97225  0.484
O -1.78820 3.01883 0.95780  -0.464
H -1.33972 0.97192 0.75586  -0.724
O -4.83574 -1.91751 2.03637  -0.380
H 0.76648 0.62693 -1.99139  0.587
C 7.91091 1.32476 -2.67303  -1.442
B -1.98506 -2.68393 0.85197  0.802
H 6.39245 3.50575 -3.03032  0.300
C -0.69793 2.07438 -1.37492  -1.098
H 2.42131 0.99480 1.77326  0.281
H -6.79378 -3.63194 2.09043  0.375
O 0.70541 3.44331 0.60986  -0.402
H 8.25197 0.32182 -2.42044  0.351
H -3.52371 0.16219 0.67568  0.306
P 0.82675 -2.74717 -1.55369  -0.394
H -1.73491 1.89540 -1.65357  0.491
H -0.24235 2.61590 -2.20365  0.397
H -3.88497 -3.51692 1.17158  -0.215
C -4.67304 -3.34240 1.90740  1.422
H -0.23755 -0.66346 1.18910  -0.223
C 4.49796 1.81816 -1.90266  0.593
C -2.13380 1.62084 1.12483  0.810
H -5.02485 -3.87954 3.98950  0.324
H -2.60783 -1.61516 1.08195  -0.389
H 8.12543 1.97200 -1.82222  0.349
H -1.86140 -0.20600 -0.73368  -0.143
H -3.46347 1.38014 -0.57911  0.289
H -2.19814 1.42728 2.19459  0.649
P -0.70070 3.38206 -0.13851  0.892
C -4.19286 -3.70612 3.29953  -0.482
H 6.17632 0.51605 -3.65700  0.284
C -4.00896 -1.48071 3.01225  0.593

---

Record 2
This record from the Open Molecules 2025 dataset describes C15H70BNO31 as an isolated structure. The level of theory is ωB97M-V with the def2-TZVPD basis set.

Values from the calculation:
* relative energy (zero: lowest compared OMol25 entry of this formula, charge and spin): 3.150 eV
* gap between HOMO and LUMO: 8.1255 eV
* calculated total energy: -3025.24770 a.u.
* total charge: 0
* E_HOMO: -8.975 eV

Last column: Mulliken charge in e.
Atoms and positions in Å:
O -0.12319 2.12227 -5.32831  -0.576
H 2.58181 -2.16473 0.49169  0.143
H 0.41781 3.91627 -0.90131  0.023
O -1.79119 -2.00373 -6.12731  -0.572
H -2.47719 4.65727 1.02669  0.286
H 2.10481 -3.37173 0.54769  0.185
H -0.51719 -1.50273 0.90169  0.128
C 1.48781 3.34727 -0.74431  -0.411
H 0.91481 1.98127 -5.31731  0.313
H -1.01119 2.11727 0.02069  0.737
H -3.81619 -2.17173 4.10169  0.261
H -1.17519 -4.03873 2.40169  0.306
H 2.09281 6.93327 -3.80831  0.331
C 1.15681 1.96927 -0.22531  -1.212
H 2.32281 -4.05573 5.24069  0.246
O 2.51581 -8.03373 0.66969  -0.631
O -1.58319 -3.33273 1.71469  -0.642
H 5.90381 4.27527 -2.64631  0.313
O 6.48281 4.36227 0.53069  -0.616
H 1.47281 1.55827 6.25469  0.304
H -1.59819 -3.33273 0.71169  0.346
C 2.44581 4.18627 0.14169  -1.224
O 0.62281 1.99827 6.31169  -0.602
C -0.93419 0.09127 2.14169  -0.431
H 1.97881 4.23327 3.46769  0.275
H 4.67781 5.10427 -1.91731  0.335
O 0.94781 -7.08773 -0.35331  -0.559
C 2.07281 -7.08073 0.10869  0.661
C -0.99119 -4.72373 -1.25631  0.776
H 0.32381 -1.58473 3.22069  0.251
H -3.12319 -2.37973 2.63069  0.336
C -1.51519 -0.54473 -2.67931  -0.318
H -0.75219 6.01627 -2.67631  0.349
H -1.16119 0.11327 -3.48731  0.185
C -0.38019 1.60827 -0.68031  -1.604
O -2.98219 3.81127 1.24369  -0.676
H 2.27781 4.38727 1.12969  0.292
H -3.44619 -1.28373 -1.97931  -0.082
O 2.20581 -5.45173 -1.31731  -0.480
N -0.89419 0.15027 -0.37131  1.684
H -1.82019 -0.20373 2.27969  0.780
O 1.80981 -3.72373 4.58069  -0.585
O 2.06981 -2.62073 0.02069  -0.301
H 2.31381 4.55827 4.87869  0.279
H 0.62081 -0.16773 -1.88431  0.137
H 0.01481 -2.62573 7.45269  0.286
H -3.51519 -3.86173 -2.53531  0.326
H -0.66019 1.89727 -1.70931  0.673
H -4.91319 -3.50873 -1.63431  0.293
H 1.77781 1.36227 -0.63331  0.962
H -3.30719 0.60127 -2.25731  0.377
H -0.80219 1.29127 2.37169  -0.009
H 1.25881 -1.70473 -4.63031  0.273
O -1.90119 -5.61973 -3.22131  -0.733
H -3.19219 2.87527 2.50969  0.399
H -0.03319 1.47527 6.77269  0.296
H -6.55119 2.17527 -0.08631  0.276
O -1.88119 -3.94873 -1.01831  -0.702
H 0.64681 0.12427 3.79069  0.082
H 2.35481 5.19727 -0.38431  0.288
C -2.77019 -0.29673 -1.83931  0.026
O -5.79819 -0.39573 1.05069  -0.693
O -3.78319 -1.88173 3.17069  -0.588
C 2.90281 -6.13973 -0.56931  0.579
O 2.56581 4.20627 4.12169  -0.552
H -0.72619 -0.96773 4.07969  0.747
H 3.89881 -1.43173 4.75769  0.242
H -2.85819 0.91327 -0.16931  0.788
O 3.00381 -1.31373 4.37269  -0.559
H 5.88981 4.63827 -0.11131  0.294
O 4.41081 2.15727 -3.33431  -0.641
H -4.32419 2.32527 3.37869  0.271
H -0.16819 2.25727 -6.21131  0.264
H 1.78081 3.41927 -1.75831  0.418
H -3.76519 3.76427 0.75369  0.309
H 3.20281 -0.75173 3.67969  0.263
C -0.12919 -0.60673 3.31569  -1.420
H 0.82081 -0.45873 0.87469  -0.297
O -0.28419 6.52127 -1.99031  -0.678
O 3.53381 -0.58973 1.69369  -0.496
O -0.19419 -1.98473 6.73569  -0.638
O -4.47819 -3.62273 -2.55931  -0.726
O -5.75619 1.59027 -0.55531  -0.675
H -5.12619 -0.29773 1.84369  0.338
H 0.61481 -1.79073 6.11669  0.342
B 0.78181 -5.86073 -1.20431  1.325
H 1.65981 6.34627 -2.69431  0.276
C -0.32519 -0.43273 0.89369  0.080
H -4.85219 -2.60873 -5.25331  0.302
O 4.03681 -5.94673 -0.40831  -0.622
H -0.30319 7.30827 -2.69231  0.305
H -0.46619 -1.78973 -1.28731  -0.421
H 4.51481 2.78727 -2.68131  0.422
H 3.89181 -0.00773 1.03669  0.184
C -2.32219 0.12227 -0.47231  -2.393
H -4.75719 -2.49073 -3.90031  0.302
O 2.49381 6.17627 -3.23231  -0.547
O 1.60481 -1.25773 -3.91331  -0.475
H 3.51481 3.93527 0.09669  0.295
H 1.21481 1.99227 0.73969  0.702
O -4.60419 -1.93873 -4.51731  -0.581
H -1.12519 -2.41373 -5.74831  0.263
C -0.86419 -5.43473 -2.48131  0.387
O 5.21281 4.31327 -1.91931  -0.748
O -3.33919 2.30327 3.33569  -0.603
H -2.55019 -2.21573 -5.67131  0.303
O 0.02381 -4.86173 -0.56431  -0.607
H 4.23281 -1.00473 1.99369  0.314
O 0.12081 -6.13273 -2.50531  -0.439
H 5.07181 1.56127 -3.58231  0.293
C -0.37319 -0.64573 -1.52431  0.332
H -6.68119 -0.25073 1.15969  0.274
H -2.74719 -0.41073 0.23169  1.135
H 1.93781 -0.46673 -4.11131  0.202
H 2.02381 -2.80373 4.30069  0.372
H -5.69119 0.82927 0.04969  0.464
H -1.22119 -1.44473 -3.41531  -0.179
H 6.39781 5.11427 1.23769  0.338

---

Record 3
This record from the Open Molecules 2025 dataset describes C20H28GaNO2S as an isolated structure. The level of theory is ωB97M-V with the def2-TZVPD basis set.

Values from the calculation:
* relative energy (zero: lowest compared OMol25 entry of this formula, charge and spin): 0.000 eV
* gap between HOMO and LUMO: 7.7101 eV
* calculated total energy: -3306.96032 a.u.
* total charge: 0
* E_HOMO: -7.466 eV

Last column: Mulliken charge in e.
Atoms and positions in Å:
H 1.71252 -2.51658 6.02993  0.448
C -0.20777 0.66199 -1.28186  -0.461
O 0.43552 0.35463 -4.39835  -0.371
H -2.16202 1.48055 5.73915  0.519
C 0.59482 2.06859 0.51003  -0.435
H -0.20515 2.73645 0.86749  0.249
H -0.77533 -2.07578 -5.10388  0.378
C -2.18717 0.86808 4.84368  -1.084
C 1.55567 -2.16212 5.01278  -0.318
C -2.14782 0.22791 2.59915  -0.205
H 1.56556 2.40292 0.89831  0.293
C 0.30365 -0.30847 -5.69370  1.535
H 0.11449 0.17114 -2.20167  0.236
C 0.52719 -2.58332 4.14560  -0.961
C 0.57817 1.94921 -1.00801  -0.695
C -0.91162 -1.21051 -5.76117  -1.692
C 0.63277 -1.84705 2.90743  -0.074
H -1.03620 -1.57911 -6.78650  0.396
H -0.55977 2.20701 -4.71573  0.271
H 0.13190 2.81883 -1.49561  0.372
H 2.40305 -0.58679 2.17485  0.618
H -0.86722 1.16602 -6.89250  0.305
C 0.47091 0.51851 6.32079  0.610
C 2.38355 -1.23594 4.33468  -1.090
H -3.04417 -1.05306 5.57545  0.421
H 2.43119 -0.38448 -6.09357  0.374
H 1.23161 2.23658 -4.97045  0.289
C 0.12676 1.03070 -6.46378  -0.851
C -2.65313 -0.85472 3.38876  -0.997
S 0.96390 1.44261 5.01701  -0.387
C 0.01327 -0.19326 -0.05054  -0.494
Ga 0.05073 0.23200 3.26740  0.890
H -1.70656 2.37073 3.21243  0.523
H 3.31224 -0.81686 4.70585  0.378
H -0.18537 -3.38082 4.33780  0.421
H 0.87284 -0.86454 -0.17802  0.280
H 1.60721 1.83510 -1.37480  0.263
C 1.85752 -1.02775 3.01056  -0.289
O 0.33212 0.73547 1.04231  -0.130
C -1.84472 1.33100 3.51838  -0.529
C -2.65846 -0.45865 4.74842  -0.285
N 0.13922 -0.10748 7.27030  -0.609
H 1.74539 -1.88985 -5.42357  0.375
H -1.28150 0.88789 -1.37012  0.293
H -0.87606 -0.78359 0.21546  0.372
H 0.92821 1.24877 -7.17027  0.307
H -1.82032 -0.67398 -5.47205  0.371
H -3.04849 -1.78643 2.99061  0.412
C 1.56225 -1.04907 -6.10002  -1.672
C 0.31207 1.64627 -5.07429  -0.455
H -2.26595 0.34137 1.52571  0.859
H 0.10891 -2.09093 1.98409  0.629
H 1.43961 -1.44914 -7.11394  0.398

---

Record 4
This record from the Open Molecules 2025 dataset describes a 2-piece molecular cluster, C8H14N4O overall. The level of theory is ωB97M-V with the def2-TZVPD basis set.

Values from the calculation:
* relative energy (zero: lowest compared OMol25 entry of this formula, charge and spin): 0.202 eV
* SMILES: C/C(O)=N\C#N.CCN(C#N)CC
* gap between HOMO and LUMO: 9.9496 eV
* calculated total energy: -607.42433 a.u.
* total charge: 0
* E_HOMO: -9.157 eV

Last column: Mulliken charge in e.
Atoms and positions in Å:
C 0.74243 -1.77059 -1.60552  -1.185
H 0.90045 -1.37383 2.12318  0.461
H 2.88182 1.86359 1.24107  0.373
H 1.13235 -2.06293 -2.54245  0.406
H -1.95432 1.80764 0.05926  0.271
H 3.18739 1.19263 2.90628  0.326
N 0.66263 0.61539 1.08532  -0.357
C 0.71749 1.83159 0.47799  0.219
H -3.13368 -0.66587 -1.56097  0.355
N -0.60454 -1.82723 1.49078  -0.834
H -3.62762 1.63479 -0.66331  0.409
C -0.87230 -1.25088 0.52749  0.703
C -0.29688 -0.63706 -1.61255  -0.482
H 3.74670 0.38673 1.62696  0.372
C -2.56501 1.33797 -0.73000  -1.084
C 1.69991 0.18598 1.72153  0.766
C -2.64564 -0.25664 -0.62473  -0.568
H -0.78722 -0.60675 -2.56889  0.525
N 0.77126 2.81876 -0.09462  -0.556
C 2.98674 1.00236 1.88753  -1.236
N -1.29338 -0.81176 -0.62692  0.057
H 1.66113 -1.46445 -1.04015  0.209
H -3.20842 -0.41527 0.41900  0.308
H 0.08460 0.36206 -1.50854  0.311
H -2.27558 1.61957 -1.69250  0.349
O 1.71992 -0.93651 2.29032  -0.457
H 0.36974 -2.57931 -0.98554  0.340

---

Question: Look up the total charge of the second one.
Answer: 0